H4SSi | ωB97M-V/def2-TZVPD

```
6
Properties=species:S:1:pos:R:3:forces:R:3:mulliken_charge:R:1
Si -1.1644 -0.4027 -0.0433 1.7 0.6 -0.1 0.305
S 2.3545 0.4773 -0.4557 -1.0 -0.5 -0.4 -0.368
H -1.6017 0.9788 -0.1077 -0.3 0.2 0.0 -0.013
H -1.1641 -1.1935 -1.2557 -0.2 -0.2 -0.2 -0.017
H -1.0892 -1.0553 1.2485 -0.2 -0.2 0.2 -0.014
H 2.6649 1.1954 0.6139 -0.1 0.2 0.4 0.106
```
Forces are in eV/Å.

Calculated values
HOMO level (alpha / beta)   -0.3285 / -0.2904 hartree
Orbital gap (alpha / beta)   0.2815 / 0.2147 hartree
E   -18774.135 eV